No. 1
Entry from OMol25: C20H38MnN4O2SSb as an isolated structure in a non-equilibrium geometry (ωB97M-V with the def2-TZVPD basis set).

Structure (XYZ):
```
67
Properties=species:S:1:pos:R:3:forces:R:3:mulliken_spin:R:1
Mn 1.00172 -0.22640 -1.29831 0.5478 -0.0953 0.8862 1.01
N 4.02144 1.23330 -3.99820 -0.0987 -0.0592 0.0755 0.00
C 3.14183 0.48693 -3.30136 0.4048 0.0506 -0.0215 0.00
S 1.47131 0.93440 -3.33113 -0.2681 -0.0745 -0.2770 -0.02
N 3.63317 -0.55492 -2.64760 -0.6058 0.2155 0.0466 0.01
N 2.58466 -1.17563 -2.02507 0.5141 0.0057 -0.1973 -0.02
C 2.64801 -2.44187 -1.86034 -0.1771 -0.1795 -0.0066 -0.01
C 1.40352 -3.05050 -1.41119 0.3358 0.0097 -0.0739 0.02
C 1.25324 -4.41133 -1.19155 -0.0905 -0.0464 -0.0032 -0.01
C -0.00452 -4.89823 -0.88610 0.0676 -0.0728 -0.0161 0.01
C -1.07078 -4.01328 -0.82570 -0.0469 0.0951 -0.0106 -0.01
C -0.83155 -2.66831 -1.03499 0.0413 -0.0980 -0.0959 0.01
N 0.38281 -2.17789 -1.30653 -0.2453 -0.1143 0.0078 -0.01
H 3.67490 1.93047 -4.63141 0.0197 0.0103 -0.0228 0.00
H 4.95520 0.87811 -4.12010 0.0065 0.0176 -0.0275 0.00
H 3.51121 -3.01823 -2.17347 -0.0029 0.0020 0.0077 0.00
H 2.10851 -5.06668 -1.28173 -0.0025 0.0014 0.0107 0.00
H -0.15464 -5.95623 -0.71715 -0.0112 0.0105 0.0081 0.00
H -2.07654 -4.35094 -0.62030 0.0083 -0.0088 -0.0023 0.00
H -1.63995 -1.95301 -1.00859 -0.0175 0.0065 0.0248 0.00
C 2.66680 -1.61951 1.24115 -0.0412 0.0339 0.0615 0.00
O 2.23600 -0.40044 0.64489 -0.1042 -0.0914 0.0369 0.01
C 3.27713 0.57865 0.55107 0.0367 -0.1080 0.0474 0.00
C 2.59413 1.91369 0.53228 -0.1400 0.1084 -0.0152 0.00
O 1.55578 1.83732 -0.44237 0.1414 0.0753 -0.2374 0.00
C 1.18977 3.11087 -0.97782 -0.0119 0.0264 0.1213 0.00
H 3.02803 -1.42250 2.25211 0.0239 -0.0120 0.0011 0.00
H 3.45982 -2.08967 0.65564 0.0185 -0.0031 0.0030 0.00
H 1.80424 -2.28030 1.29530 -0.0149 0.0027 -0.0249 0.00
H 3.85312 0.40745 -0.36188 0.0231 0.0127 -0.0123 0.00
H 3.94807 0.50688 1.41067 -0.0529 -0.0140 0.0384 0.00
H 3.30450 2.70354 0.27498 0.0142 -0.0270 -0.0596 0.00
H 2.15502 2.14727 1.50633 0.0112 -0.0082 0.0336 0.00
H 2.06967 3.63191 -1.35762 0.0160 -0.0109 -0.0101 0.00
H 0.70714 3.71460 -0.20419 0.0416 0.0243 0.0026 0.00
H 0.50730 2.94125 -1.80261 -0.0339 -0.0118 0.0183 0.00
C -3.84871 -0.08614 2.18825 0.0135 0.0143 0.0808 0.00
C -2.75148 -0.80852 1.40957 -0.1209 -0.2861 0.2376 0.00
C -2.14153 -1.91479 2.27683 -0.0046 -0.0367 0.0033 0.00
Sb -1.18981 0.40776 0.58956 0.2091 0.1400 -0.5093 -0.03
C -0.76216 1.92271 2.03123 0.0378 0.1642 0.2547 0.00
C -1.91350 2.82120 2.46849 -0.0567 0.0517 0.0228 0.00
C -0.04170 1.30396 3.23005 -0.0087 -0.0048 0.0477 0.00
C -2.22747 1.48656 -0.95371 -0.1894 0.2305 -0.1178 0.01
C -2.04112 0.71040 -2.25400 0.0398 -0.1171 -0.2354 0.01
C -3.70289 1.81317 -0.74673 -0.0673 -0.0231 0.0361 0.00
H -4.67983 -0.77233 2.37306 0.0101 -0.0002 -0.0094 0.00
H -4.24821 0.79062 1.68329 0.0202 -0.0315 -0.0315 0.00
H -3.47931 0.22947 3.16633 0.0133 0.0040 -0.0312 0.00
H -3.19120 -1.26425 0.51493 -0.0492 0.0143 0.0192 0.00
H -1.68828 -1.49717 3.17903 -0.0037 0.0140 -0.0172 0.00
H -1.36921 -2.48702 1.75911 -0.0011 0.0066 -0.0419 0.00
H -2.91153 -2.61814 2.60561 -0.0124 0.0205 -0.0236 0.00
H -0.05207 2.53554 1.47045 0.0384 0.0169 0.0524 0.00
H -2.63869 2.28884 3.08370 0.0225 -0.0179 -0.0272 0.00
H -2.44892 3.26244 1.62686 0.0371 -0.0211 -0.0215 0.00
H -1.52652 3.64692 3.07277 0.0082 -0.0165 0.0007 0.00
H -0.71431 0.66580 3.80887 -0.0091 0.0203 -0.0153 0.00
H 0.32154 2.08048 3.90917 -0.0148 0.0122 -0.0249 0.00
H 0.81376 0.69288 2.93160 -0.0104 -0.0028 -0.0241 0.00
H -1.66175 2.42193 -1.01948 -0.0201 0.0128 -0.0136 0.00
H -2.65347 -0.19742 -2.26844 -0.0280 0.0326 0.0348 0.00
H -1.00295 0.39429 -2.43266 -0.2112 0.1140 0.0060 0.01
H -2.33463 1.30292 -3.12484 -0.0509 0.0165 0.0466 0.00
H -4.30158 0.90188 -0.66969 0.0213 0.0084 -0.0028 0.00
H -4.08920 2.37544 -1.60139 0.0305 -0.0112 -0.0097 0.00
H -3.89335 2.40981 0.14508 0.0501 0.0019 -0.0039 0.00
```
Forces are in eV/Å.

Output
LUMO level (alpha / beta)	-0.1158 / -0.1192	Eh
spin multiplicity	2
net charge	+1

***

No. 2
Entry from OMol25: a 7-piece molecular cluster, C20H38N2O19S overall in a non-equilibrium geometry (ωB97M-V with the def2-TZVPD basis set).

Structure (XYZ):
```
80
Properties=species:S:1:pos:R:3:forces:R:3:mulliken_charge:R:1
C 1.89943 -2.86156 2.01954 -1.3773 1.3924 3.4997 -0.94
N 2.73843 -1.83556 1.33854 0.0968 -1.3806 2.0389 0.48
C 2.62343 -0.55656 2.09754 1.2627 0.7328 4.1346 -0.96
C 4.12943 -2.32156 1.59954 3.7587 0.3272 -5.9083 -0.86
C 2.34043 -1.55556 -0.07946 -3.6682 1.2537 -0.1359 -0.02
C 2.24343 -2.69556 -1.07946 2.0831 -0.2178 3.1216 -1.25
O 1.88243 -2.37656 -2.33646 -1.0734 -0.7522 -2.2776 -0.40
H 2.01643 -3.82556 1.65454 0.0825 -1.5366 -1.6726 0.55
H 0.76243 -2.56756 2.08654 2.3956 -0.4694 -0.0676 0.19
H 2.45043 -3.01356 3.04054 -1.8041 0.7043 -1.3648 0.43
H 2.90143 -0.73856 3.33254 -1.1070 0.2240 -3.6867 0.34
H 1.63943 -0.16956 1.96854 -0.9315 0.1486 0.1139 0.25
H 3.31943 0.27344 1.84354 -0.1500 -1.0884 -0.6068 0.35
H 4.93543 -1.55556 1.16754 -2.0100 -1.1465 1.1151 0.32
H 4.42543 -3.22256 0.94054 -1.1656 1.1492 0.7349 0.32
H 4.49143 -2.64356 2.52554 -0.7097 0.2183 2.0388 0.44
H 3.04843 -0.82556 -0.20146 1.7159 1.8741 -1.9261 0.65
H 1.28243 -0.96056 -0.09246 2.3561 -1.3164 0.5977 -0.23
H 1.73143 -3.45456 -0.58746 -2.6503 -1.2215 0.6014 0.59
H 3.14843 -3.22956 -0.98846 2.2772 -0.2654 -0.8090 0.41
H 1.73243 -3.24156 -2.81746 0.2060 1.6337 0.5931 0.36
N -0.12657 1.61344 -0.03146 1.2017 -4.7217 -2.3258 0.84
O 1.14943 1.77444 -0.27346 -2.7455 0.6769 1.2371 -0.63
O -0.43257 0.57344 0.75754 0.4051 3.0510 -0.9613 -0.70
O -0.99257 2.03244 -0.84146 1.1977 0.4366 2.0899 -0.61
O -3.74357 -2.91956 0.74554 0.5707 1.5833 0.1246 -0.73
S -2.41957 -3.21356 0.26154 -3.3605 -3.4041 3.2079 1.41
O -1.41357 -3.52256 1.25554 0.3616 0.7134 -1.2421 -0.61
O -2.83157 -4.65356 -0.48646 4.5219 2.7571 -3.4367 -0.32
C -3.29257 -5.69156 0.25354 -6.2859 1.3506 0.1897 -0.21
C -3.83957 -6.84256 -0.55546 -0.7774 1.0258 -4.4717 -1.16
C -1.96157 -2.02956 -0.91646 4.6783 -0.6798 0.7104 -0.16
H -4.19657 -5.10556 0.71054 1.1162 -2.0852 0.4151 0.29
H -2.74457 -6.19756 0.93954 2.7195 -0.3312 2.4225 0.29
H -4.15157 -7.56456 0.13654 -0.5892 -1.1334 0.9327 0.42
H -3.00057 -7.33456 -1.21446 -1.6624 0.9824 1.0287 0.25
H -4.83857 -6.55056 -1.26546 2.9983 -0.7832 1.8599 0.24
H -0.92557 -2.47256 -1.31146 -2.2490 1.1431 0.2729 0.13
H -1.66757 -1.06056 -0.33646 -0.8650 -1.5163 -0.9422 -0.34
H -2.73757 -2.03356 -1.62246 -0.8121 0.5387 -1.1123 0.52
C -0.29057 5.17144 -1.75346 -5.0368 -0.5223 3.5309 -0.28
C 0.63743 4.17144 -2.33846 1.2114 0.2877 2.4702 0.59
O 1.30543 5.07344 -3.16746 2.3362 -5.7644 -4.2757 -0.31
C 1.19643 6.27144 -2.90446 -2.9303 2.4944 3.7046 0.50
O 1.85843 7.16044 -3.19346 2.9355 3.6297 -2.1413 -0.51
O 0.16143 6.44744 -2.00546 0.8849 0.3215 0.4359 -0.39
H -0.54657 4.91844 -0.66746 1.0573 0.8026 -0.8744 0.16
H -1.36257 5.20944 -2.10046 0.9349 -0.8936 -0.5980 0.22
H -0.05157 3.45944 -2.82346 1.5249 -0.3543 -0.1188 0.10
H 1.52543 3.83444 -1.53246 -2.8986 0.0698 -2.2325 -0.06
C 1.33843 0.75744 -3.53346 -2.7314 0.9601 1.2806 0.49
C 2.69943 0.68544 -2.96646 2.3984 -1.5037 1.6518 0.51
O 3.44143 1.70144 -3.66746 2.5017 -1.6522 4.7088 -0.39
C 2.79043 2.17644 -4.61946 -1.8495 1.3812 -3.6760 0.59
O 3.22643 2.93044 -5.43246 -0.2857 0.3499 -0.2524 -0.58
O 1.54443 1.64444 -4.66746 -1.4644 -0.8158 0.2699 -0.40
H 0.60343 1.23844 -2.72646 1.3588 -0.7295 -1.9559 -0.35
H 0.90743 -0.26156 -3.78046 0.6123 1.3942 -0.2616 0.27
H 3.19443 -0.26856 -3.30746 -0.4027 0.7428 0.8238 0.20
H 2.77943 0.81544 -1.79446 -0.1671 -0.0463 -2.5782 -0.39
C -4.58357 0.32144 0.41754 3.0340 -2.8516 -1.7149 0.20
C -4.66057 1.83044 0.39754 3.6839 -1.2333 0.4170 0.04
O -5.12257 2.03744 1.71454 -1.0521 3.9620 0.0511 -0.33
C -5.30457 0.97644 2.41854 -1.6219 -3.1142 5.5500 0.65
O -5.66957 0.85344 3.64254 1.6208 1.2173 -5.6100 -0.63
O -5.03957 -0.09056 1.65254 -0.2368 -0.6438 1.6156 -0.29
H -3.50157 -0.15056 0.23654 -2.1965 1.3257 0.4946 -0.39
H -5.22457 -0.18256 -0.30046 -0.0569 0.2310 -0.4022 0.35
H -5.29957 1.95044 -0.46346 -0.4981 1.8227 0.3093 0.26
H -3.55657 2.28144 0.38754 -2.6846 -0.6120 -0.6426 0.12
C 1.36943 3.46044 2.67654 -5.9375 -2.0628 2.9487 -0.11
C -0.03757 3.54244 3.49054 2.4563 0.9348 -1.2159 -0.19
O 0.28343 2.69544 4.64354 -5.0355 2.5777 -2.3672 -0.24
C 1.48743 2.43244 4.56054 7.7096 -3.6458 6.3936 0.68
O 2.03343 1.81844 5.53354 -1.0852 1.4031 -3.7400 -0.69
O 2.21643 2.96544 3.56654 1.6000 -2.3024 3.4168 -0.38
H 1.82643 4.17044 2.25954 2.5855 7.1719 -2.7335 0.69
H 1.30343 2.84444 1.89854 -0.9926 -3.2510 -3.1325 -0.20
H -0.77857 3.10344 2.88954 -1.1638 -0.6581 -0.3756 0.25
H -0.27457 4.57944 3.72254 -0.1299 -0.2906 0.6921 0.27
```
Forces are in eV/Å.

Output
LUMO level	-0.0308	Eh
spin multiplicity	1
net charge	0

***

No. 3
Entry from OMol25: one molecule with the formula C20H38N4O7 (ωB97M-V with the def2-TZVPD basis set).

Structure (XYZ):
```
69
Properties=species:S:1:pos:R:3:forces:R:3:mulliken_charge:R:1
C -4.10914 -3.00689 -0.10242 -0.0982 0.1044 -0.1455 -0.98
N -3.51893 -1.80859 0.47180 -0.1203 -0.1571 -0.0795 0.18
C -2.34364 -2.05773 1.28693 0.4969 -0.0559 -0.2144 -0.68
C -1.17291 -2.66731 0.50714 -0.1593 -0.0972 0.2669 -0.86
O -0.79059 -1.77673 -0.51826 -0.1871 0.2028 0.1141 0.10
C 0.24042 -2.29629 -1.32003 0.2584 -0.0323 -0.3160 -0.61
C 0.73116 -1.19826 -2.26801 -0.2741 -0.3438 0.0383 -0.67
O 1.81774 -0.45598 -1.75868 0.1513 0.1644 0.3124 -0.18
C 3.07050 -1.08969 -1.91951 0.3044 0.0865 -0.1168 -0.54
C 4.08785 -0.43532 -0.97645 -0.4674 -0.0741 -0.3086 -1.00
N 4.01279 -0.91699 0.39311 0.0745 -0.0924 0.1469 0.17
C 4.75144 -2.15753 0.58356 -0.0276 -0.0571 0.0926 -1.00
C 2.75038 -0.95426 1.03400 0.3123 0.1874 0.1098 0.44
O 2.23968 -2.01701 1.34292 -0.1415 -0.4422 0.0033 -0.66
N 2.21566 0.23905 1.39668 -0.2140 0.0538 0.0488 0.71
C 2.88389 1.50694 1.22834 0.0726 0.3159 -0.3912 -1.47
C 2.39864 2.31468 0.01307 0.1333 0.0291 0.0273 -0.18
O 1.39052 3.21915 0.42335 0.0381 -0.1045 0.2764 -0.42
C 0.77009 3.92040 -0.62452 -0.2845 -0.0746 -0.3643 -0.80
C -0.15065 3.07829 -1.51451 0.2950 0.1739 0.1289 -0.22
O -1.32970 2.75761 -0.81843 -0.0081 0.0621 0.2460 -0.24
C -2.16766 1.89301 -1.55698 -0.3287 -0.0117 -0.1387 0.36
C -3.46247 1.62795 -0.78993 0.3237 -0.0293 -0.5012 -1.66
N -3.34789 0.52549 0.14875 0.1892 0.0454 0.0043 0.55
C -3.56354 0.84804 1.54127 0.3218 0.1733 0.4536 -1.02
C -2.37705 1.57561 2.19878 -0.4418 -0.0116 0.0052 -0.56
O -1.27309 0.74494 2.47041 0.1250 -0.2052 0.0497 -0.55
C -0.22108 0.78949 1.51328 0.2711 0.1600 0.0194 1.23
C 1.01617 0.21854 2.20900 -0.6295 -0.1208 0.1137 -2.13
C -3.56502 -0.71905 -0.39360 -0.1934 0.0653 0.2570 0.37
O -3.87515 -0.84533 -1.56501 -0.0170 -0.1048 -0.3477 -0.70
H -5.11314 -2.76360 -0.44589 0.0206 -0.1364 -0.0209 0.34
H -3.54705 -3.38811 -0.95927 -0.0115 -0.0365 0.0171 0.29
H -4.16507 -3.77071 0.67139 0.0002 -0.0248 0.0347 0.30
H -2.62569 -2.75253 2.08471 0.0718 0.0914 0.0107 0.51
H -2.00111 -1.13085 1.73830 -0.0344 -0.0638 0.0918 0.00
H -0.32755 -2.83379 1.19088 -0.0730 -0.0247 -0.0363 0.36
H -1.45547 -3.63700 0.06914 0.0315 0.0566 0.0419 0.62
H 1.06280 -2.64262 -0.67816 -0.0248 -0.0002 -0.1317 0.38
H -0.13459 -3.15552 -1.90011 0.0133 0.0946 0.0528 0.39
H 0.99865 -1.62760 -3.24284 -0.0337 0.0396 0.0488 0.37
H -0.08512 -0.48543 -2.40798 0.0292 -0.1186 -0.0902 0.06
H 3.40303 -0.97971 -2.96449 -0.0308 -0.0494 0.1040 0.50
H 2.99501 -2.16106 -1.69701 0.0259 0.0184 -0.0055 0.39
H 5.09633 -0.64850 -1.33843 -0.0614 0.0955 0.0263 0.63
H 3.93282 0.64131 -1.00829 0.0974 0.0600 -0.1180 0.07
H 5.80079 -1.96658 0.36063 0.0219 -0.0051 -0.0188 0.33
H 4.39282 -2.97901 -0.04514 -0.0091 -0.0248 0.0189 0.31
H 4.65502 -2.46128 1.62292 0.0702 -0.0868 -0.0598 0.37
H 2.69733 2.11498 2.11853 0.0971 -0.0346 -0.0185 0.51
H 3.95674 1.31904 1.14954 -0.1018 0.0575 0.0333 0.51
H 3.23291 2.89251 -0.41822 -0.0487 -0.0764 0.0105 0.53
H 2.01442 1.62091 -0.74149 0.1176 0.0761 0.0502 0.13
H 0.17183 4.69255 -0.13563 0.0395 0.0332 -0.1471 0.35
H 1.53044 4.39751 -1.26181 -0.0751 0.0029 0.0317 0.44
H 0.35839 2.15832 -1.83651 -0.0135 0.0553 -0.0387 0.07
H -0.39480 3.66195 -2.41775 0.0633 -0.0620 0.0729 0.49
H -2.40473 2.35860 -2.52618 0.0192 -0.0500 0.0562 0.55
H -1.66214 0.93712 -1.74832 -0.0428 0.0610 -0.0145 -0.41
H -4.24056 1.37886 -1.51985 0.0790 0.1469 0.1518 0.52
H -3.74055 2.53339 -0.25028 -0.0126 -0.0196 0.0173 0.53
H -4.43668 1.51240 1.61848 0.0297 -0.0712 0.0476 0.52
H -3.79225 -0.06409 2.09115 -0.0301 0.1005 -0.0063 0.40
H -2.71648 1.95592 3.16978 -0.0235 0.0404 -0.1286 0.48
H -2.07214 2.41944 1.56982 -0.0213 0.0077 0.0713 0.21
H -0.46554 0.19567 0.62509 0.0517 0.0686 0.0394 -0.27
H -0.04212 1.82631 1.21781 -0.0677 -0.1951 0.0175 0.64
H 0.82091 -0.81913 2.48538 0.0426 0.1856 0.0402 0.32
H 1.19411 0.79415 3.12404 0.0191 -0.0216 -0.0423 0.28
```
Forces are in eV/Å.

Output
structure (SMILES)	CN1CCOCCOCCN(C)C(=O)N2CCOCCOCCN(CCOCC2)C1=O
LUMO level	0.0291	Eh
spin multiplicity	1
net charge	0

***

Relative energy (zero: lowest compared OMol25 entry of this formula, charge and spin): 1.2507, 2.9498, 0.0000 (eV)